Record 1
ORCA calculation (wB97M-V/def2-TZVPD) on the molecule C5H6N2O at a distorted geometry.

Element x y z (Å)
N  -2.49  -0.34  -0.19
N  0.76  -1.58  -0.18
H  1.35  1.52  -1.00
C  1.13  0.83  -0.22
C  -0.31  0.42  -0.32
H  -2.07  1.86  0.06
H  2.19  -0.63  1.22
H  -3.03  -0.54  0.72
C  1.86  -0.54  0.03
H  1.14  1.37  0.85
C  -1.51  0.88  0.00
O  -1.52  -1.43  -0.13
C  -0.33  -1.01  -0.18
H  2.85  -0.81  -0.65

2S+1 = 1
SMILES = C1=C2CCN=C2ON1
ΔE to the lowest compared entry with this formula, charge and spin = 4.254 eV
HOMO = -0.3172 Ha
total charge = 0

Record 2
ORCA calculation (wB97M-V/def2-TZVPD) on a structure of composition C2H2ClFO at a distorted geometry.

Element x y z (Å)
C  -0.75  -0.35  0.07
Cl  0.45  1.72  0.98
O  -1.33  -0.54  -0.89
C  0.55  0.26  -0.06
F  0.66  0.47  -1.38
H  1.33  -0.25  0.27
H  -0.91  -1.30  1.02

2S+1 = 1
ΔE to the lowest compared entry with this formula, charge and spin = 1.707 eV
HOMO = -0.3815 Ha
total charge = 0

Record 3
ORCA calculation (wB97M-V/def2-TZVPD) on a cluster of 2 separate species, C3H2NO3 in total at a distorted geometry.

Element x y z (Å)
C  -0.70  -0.83  -0.52
N  -1.10  0.30  -0.24
C  -1.38  1.18  0.58
H  -1.91  0.98  1.47
O  1.21  -0.25  -0.30
C  2.29  -0.70  -0.23
O  -0.57  -1.79  -1.09
H  -1.16  2.23  0.40
O  3.32  -1.12  -0.08

2S+1 = 1
ΔE to the lowest compared entry with this formula, charge and spin = 0.461 eV
HOMO = -0.6291 Ha
total charge = +1

Record 4
ORCA calculation (wB97M-V/def2-TZVPD) on a structure of composition C16H19BN6Ti at a distorted geometry.

Element x y z (Å)
H  4.07  0.58  2.33
H  -3.77  -2.24  3.68
N  -1.86  -0.28  -0.86
N  1.18  -1.07  -1.10
H  -3.10  -2.92  2.22
C  0.30  0.19  3.54
C  2.68  0.54  4.02
C  2.23  -2.48  -2.48
H  1.13  0.45  5.52
B  -0.24  0.36  -2.73
C  -2.94  -2.25  3.08
N  0.43  1.93  -0.76
H  -4.83  -0.88  -2.01
C  1.44  -1.60  -3.22
H  2.48  -2.51  -0.23
H  0.84  4.94  -1.93
H  -2.91  -0.16  -3.90
C  0.34  2.93  -2.71
H  0.22  3.01  -3.78
C  1.34  0.40  4.45
H  2.41  0.12  0.65
N  0.80  -0.76  -2.39
C  0.67  3.90  -1.76
C  -2.86  -0.28  -2.84
N  0.19  1.74  -2.11
H  3.45  0.69  4.76
H  0.92  3.59  0.47
H  -0.74  0.09  3.85
C  2.04  0.28  1.73
H  1.29  -1.53  -4.29
H  2.85  -3.27  -2.84
C  2.06  -2.11  -1.14
N  -1.68  -0.06  -2.19
C  0.72  3.24  -0.53
C  -3.81  -0.64  -1.87
C  0.65  0.15  2.20
Ti  0.65  0.26  0.31
H  -3.46  -0.83  0.38
H  -2.06  -2.61  3.65
H  -2.73  -1.24  2.70
H  -0.32  0.48  -3.93
C  3.05  0.48  2.69
C  -3.13  -0.62  -0.63

2S+1 = 3
HOMO (alpha / beta) = -0.2090 / -0.3122 Ha
total charge = 0

Record 5
ORCA calculation (wB97M-V/def2-TZVPD) on the ion C6H13N with charge +1 at a distorted geometry.

Element x y z (Å)
H  -0.04  -1.79  0.39
H  -2.65  1.88  -0.28
H  1.49  0.56  1.66
H  1.66  -1.07  2.16
C  1.40  -0.47  1.29
C  -0.02  -0.81  0.86
H  -3.82  0.54  -0.15
C  -2.93  0.91  -0.66
H  2.92  -1.64  0.23
C  2.41  -0.68  0.20
N  -1.87  -0.05  -0.59
H  -1.71  -0.55  -1.46
C  2.66  0.14  -0.80
H  0.16  0.40  -0.85
H  3.35  -0.16  -1.58
C  -0.59  0.31  -0.03
H  -3.27  0.96  -1.70
H  -0.69  1.28  0.44
H  -0.70  -0.90  1.72
H  2.24  1.14  -0.85

2S+1 = 2
ΔE to the lowest compared entry with this formula, charge and spin = 1.667 eV
HOMO (alpha / beta) = -0.4949 / -0.4932 Ha
total charge = +1

Record 6
ORCA calculation (wB97M-V/def2-TZVPD) on the ion C11H16N3 with charge +1 at a distorted geometry.

Element x y z (Å)
C  2.06  -0.91  -0.68
H  1.58  1.38  1.33
C  -0.69  1.35  0.23
C  -1.34  -1.54  0.33
H  0.02  -2.52  1.43
H  -1.53  0.51  -1.97
H  -0.33  -0.73  -2.33
C  -0.29  -2.52  0.43
C  3.13  -0.08  1.15
H  0.09  3.29  -0.46
C  -2.51  -1.00  0.59
C  0.03  0.44  -0.63
N  0.11  2.61  0.34
C  -2.19  1.50  0.11
H  -0.50  -3.42  -0.16
H  -0.33  3.17  1.09
H  -3.31  -1.67  0.95
C  3.23  -1.05  0.14
N  1.25  0.07  -0.11
C  -0.45  0.24  -2.02
H  -3.99  0.62  0.39
H  -2.54  2.53  -0.13
H  -0.66  0.93  1.29
H  4.01  -1.64  -0.09
C  -2.93  0.42  0.46
H  1.95  -1.38  -1.64
N  1.89  0.47  1.02
H  -0.09  0.78  -2.81
H  0.56  -2.11  -0.11
H  3.78  0.23  1.88

2S+1 = 1
ΔE to the lowest compared entry with this formula, charge and spin = 6.025 eV
HOMO (alpha / beta) = -0.4083 / -0.4099 Ha
total charge = +1

Record 7
ORCA calculation (wB97M-V/def2-TZVPD) on a structure of composition C35H33AsI2N2O5ReS at a distorted geometry.

Element x y z (Å)
O  -4.19  -2.30  -2.05
H  -1.06  0.87  4.55
C  3.54  -0.83  0.92
H  1.55  -0.04  6.24
O  -2.38  -3.86  2.06
H  1.69  6.36  4.19
H  3.67  0.24  3.17
C  2.75  2.12  3.67
C  3.55  -3.75  5.02
H  5.45  -1.58  0.36
H  3.05  0.61  5.59
H  -0.28  3.06  -1.67
C  5.10  0.38  -0.45
H  0.58  1.51  -5.57
H  3.69  -5.67  5.93
C  2.07  -1.60  3.96
H  -0.17  3.40  -4.13
C  0.54  1.40  -4.50
H  5.00  -4.57  6.37
C  2.04  -2.87  3.35
C  -3.40  -3.64  -0.15
C  4.20  1.43  -0.54
C  0.91  0.20  -3.92
H  -0.84  1.82  6.03
C  4.76  -0.75  0.28
H  4.96  -5.33  4.77
I  -4.94  0.91  0.83
C  2.29  5.71  4.83
C  2.96  1.35  0.07
C  0.50  2.38  4.48
C  1.47  1.57  3.87
C  -2.42  -1.52  -0.61
C  -0.84  1.87  4.94
H  3.29  -1.71  1.49
H  2.26  2.17  0.00
H  -3.50  1.39  3.04
H  4.45  2.32  -1.10
H  0.10  -3.12  2.54
C  -3.45  -2.45  -1.11
N  0.39  1.12  -1.75
S  1.03  -1.32  -1.57
C  0.78  3.70  4.79
C  -3.22  0.96  2.09
C  2.61  0.21  0.82
C  2.99  3.45  3.97
C  2.79  -3.91  3.86
H  3.34  5.95  4.69
C  2.73  -1.48  5.19
C  2.02  4.27  4.51
C  0.80  0.09  -2.54
O  -3.90  -4.72  -0.34
I  -1.57  2.14  1.30
H  2.78  -4.87  3.37
O  -1.04  -1.27  1.25
H  2.02  5.92  5.86
C  0.06  2.28  -2.33
C  3.48  -2.54  5.68
H  6.06  0.44  -0.94
O  -1.97  -0.46  -1.13
H  3.09  -0.42  7.02
H  4.72  1.40  3.99
H  1.24  -2.45  1.37
H  1.31  -4.16  1.80
H  -1.63  2.56  4.65
C  -1.94  -1.97  0.65
C  2.60  -0.26  6.06
N  1.34  0.15  1.38
C  -2.53  -3.24  1.03
H  -2.83  -0.05  2.22
H  1.24  -0.65  -4.49
C  3.93  1.30  3.25
As  0.88  -0.21  3.15
Re  -0.15  0.13  0.01
H  3.98  3.84  3.79
H  4.33  1.65  2.30
C  0.12  2.45  -3.70
H  4.00  -2.42  6.62
H  0.03  4.30  5.27
C  4.35  -4.89  5.55
C  1.13  -3.16  2.19

2S+1 = 2
ΔE to the lowest compared entry with this formula, charge and spin = 1.274 eV
HOMO (alpha / beta) = -0.2761 / -0.2767 Ha
total charge = 0

Record 8
ORCA calculation (wB97M-V/def2-TZVPD) on a structure of composition C22H37O2SiV at a distorted geometry.

Element x y z (Å)
C  -0.57  -3.41  1.60
C  0.02  -3.18  -1.40
C  0.30  1.51  -1.52
H  -7.66  -1.37  0.13
H  -1.04  3.33  0.47
C  -1.25  2.34  0.88
H  -3.47  -3.20  -1.90
C  -7.35  -0.64  -0.60
H  -6.97  1.68  -1.75
H  -1.17  -1.00  -3.21
H  0.83  1.45  1.20
H  0.80  -2.78  -2.05
H  -4.24  -5.20  0.09
H  -5.82  1.43  1.83
C  -0.27  1.39  1.31
H  -1.21  3.16  -1.78
C  1.72  -1.63  0.69
H  1.17  -0.50  -1.94
H  -5.29  -4.13  -0.88
V  -1.43  0.55  -0.29
H  1.71  -1.15  1.68
C  -2.54  1.79  1.13
C  0.32  0.16  -1.98
H  -1.57  -3.83  1.42
H  2.16  -0.93  -0.03
C  -6.08  -1.06  -1.32
H  -2.35  -4.17  -0.87
H  2.33  -2.55  0.73
H  -0.93  -3.15  -1.95
C  -6.36  0.54  1.47
Si  0.05  -2.30  0.23
C  -1.73  1.11  -2.59
C  -6.41  0.45  -0.04
H  0.15  -4.27  1.61
C  -0.94  -0.08  -2.65
H  0.25  -4.22  -1.13
C  -6.85  1.75  -0.66
C  -2.92  -2.22  -0.02
H  -5.82  -2.11  -1.12
C  -3.67  -2.48  1.30
H  -5.90  -0.32  1.96
H  -7.83  1.98  -0.23
C  -3.19  -3.48  -0.86
C  -4.42  -4.15  -0.18
H  -2.62  1.30  -3.20
C  -0.97  0.33  1.95
O  -4.74  -3.44  1.07
H  -8.18  -0.29  -1.24
H  1.17  2.02  -1.09
O  -5.18  -0.10  -0.61
C  -2.37  0.59  1.86
C  -0.96  2.10  -1.88
H  -1.82  -2.05  0.19
H  -6.07  -0.88  -2.40
H  -0.49  -0.47  2.53
H  -0.52  -2.87  2.56
H  -6.21  2.60  -0.44
H  -3.05  -2.77  2.19
H  -3.51  2.24  0.87
H  -4.15  -1.53  1.60
H  -3.16  -0.01  2.32
H  -7.39  0.59  1.84
H  -3.27  -1.32  -0.52

2S+1 = 2
ΔE to the lowest compared entry with this formula, charge and spin = 1.294 eV
HOMO (alpha / beta) = -0.4368 / -0.3695 Ha
total charge = +1

Record 9
ORCA calculation (wB97M-V/def2-TZVPD) on a cluster of 2 separate species, C4H12 in total at a distorted geometry.

Element x y z (Å)
H  -1.40  1.95  0.42
H  2.49  -3.24  1.03
C  1.03  -1.75  1.73
H  -1.34  0.58  -0.68
C  -1.10  1.68  -0.65
H  1.42  -0.76  1.88
H  0.00  -1.72  1.41
H  1.21  -2.82  -0.18
H  -0.03  1.95  -0.74
H  2.50  -1.91  -0.02
H  1.08  -2.25  2.66
H  -0.99  2.73  -2.62
H  -2.06  3.50  -1.24
C  -1.80  2.55  -1.68
H  -2.69  1.95  -2.15
C  1.84  -2.48  0.64

2S+1 = 1
SMILES = CC.CC
ΔE to the lowest compared entry with this formula, charge and spin = 1.092 eV
HOMO = -0.4145 Ha
total charge = 0

Record 10
ORCA calculation (wB97M-V/def2-TZVPD) on a structure of composition C21H31F4GaN9O2 at a distorted geometry.

Element x y z (Å)
F  -3.97  -1.04  -1.72
Ga  -3.45  1.97  -0.32
H  3.55  3.66  -1.16
H  -0.16  1.90  -0.53
C  -5.46  -6.45  4.21
N  5.13  -1.73  -4.66
C  3.87  4.10  6.10
C  -2.85  -4.25  3.93
H  -6.71  -0.23  -0.35
H  4.62  -0.20  -2.67
C  4.68  -0.03  -6.58
C  -4.71  -7.51  4.87
H  -2.93  -4.91  1.94
N  5.54  3.93  8.09
H  3.51  -0.98  -1.55
C  2.98  4.32  -1.82
H  4.22  0.04  2.09
H  -3.51  3.57  -0.22
C  -0.35  -0.05  -0.41
N  -2.61  -4.47  5.03
H  -5.03  -8.49  4.51
C  -3.15  -4.02  2.53
H  3.64  -0.08  -6.90
H  3.32  5.34  -1.69
C  -5.63  -0.05  -0.27
N  -0.50  1.11  -1.07
H  -3.12  1.30  1.10
C  -5.23  1.25  -1.01
F  0.59  0.07  0.59
H  -6.01  2.01  -0.82
H  2.49  -0.22  2.33
C  3.79  -0.02  -2.00
C  -4.94  -1.29  -0.82
H  2.94  0.33  -2.58
F  -5.83  -2.12  -1.45
H  3.58  -0.20  3.72
H  -5.21  1.07  -2.09
H  -4.20  -3.77  2.40
N  1.81  2.22  -6.11
C  4.93  -0.98  -5.50
H  5.32  -0.25  -7.43
H  -2.56  -3.19  2.13
N  3.03  2.81  2.97
H  3.47  5.11  6.01
H  -0.24  0.79  -4.15
C  1.57  4.19  -1.52
N  -6.04  -5.60  3.70
C  4.13  0.96  -0.99
H  3.04  3.41  6.23
O  -2.04  1.33  -2.77
N  0.45  4.09  -1.27
O  -0.84  -1.10  -0.60
H  -5.35  0.04  0.78
C  1.24  1.40  -5.53
F  -4.36  -2.04  0.16
C  0.53  0.37  -4.81
H  4.36  3.85  5.16
N  4.41  1.76  -0.21
H  4.88  0.99  -6.25
C  4.80  4.00  7.21
H  0.04  -0.32  -5.50
H  -4.86  -7.47  5.94
C  3.18  1.68  2.87
H  3.17  4.03  -2.86
H  -3.65  -7.39  4.66
H  1.22  -0.20  -4.19
C  -1.91  1.41  -1.59
C  3.38  0.24  2.75

2S+1 = 1
HOMO = -0.2070 Ha
total charge = -1

Record 11
ORCA calculation (wB97M-V/def2-TZVPD) on the molecule C3H5N3O.

Element x y z (Å)
N  -0.70  -1.55  -0.81
C  -0.09  0.16  0.19
H  -0.19  -2.95  0.73
H  1.24  1.94  -1.14
H  0.45  1.69  1.55
C  -0.23  -1.92  0.39
H  -1.09  -2.12  -1.55
N  -0.63  -0.22  -0.96
N  0.17  -0.86  1.06
O  1.42  2.02  -0.19
H  -0.61  2.23  0.24
C  0.25  1.59  0.48

2S+1 = 1
SMILES = OCc1nc[nH]n1
ΔE to the lowest compared entry with this formula, charge and spin = 1.150 eV
HOMO = -0.3719 Ha
total charge = 0

Record 12
ORCA calculation (wB97M-V/def2-TZVPD) on a cluster of 2 separate species, C5H12O2 in total.

Element x y z (Å)
H  0.43  0.97  -1.44
C  0.93  0.59  1.15
H  0.85  1.66  0.94
H  -1.37  -1.43  0.69
C  -1.38  -0.11  -1.96
H  -0.99  1.47  -0.49
H  -1.22  0.33  -2.95
H  0.29  0.39  2.02
C  2.37  0.17  1.41
O  0.43  -1.41  -0.07
H  -1.10  -1.17  -2.00
C  0.27  -0.21  0.04
C  -0.49  0.61  -0.95
H  -2.45  -0.03  -1.74
H  2.75  0.64  2.32
H  2.42  -0.92  1.52
H  3.03  0.46  0.58
H  -2.80  -1.12  0.27
O  -2.12  -0.86  0.90

2S+1 = 1
SMILES = CCC(=O)CC.O
ΔE to the lowest compared entry with this formula, charge and spin = 0.661 eV
HOMO = -0.3573 Ha
total charge = 0

Record 13
ORCA calculation (wB97M-V/def2-TZVPD) on a structure of composition C13H25O7Rb2 at a distorted geometry.

Element x y z (Å)
H  5.58  -0.78  2.03
H  1.88  -0.99  0.86
H  -5.69  4.13  -1.34
H  -2.03  -2.71  2.78
O  0.07  0.94  0.53
O  -1.58  -1.63  5.44
H  0.28  -1.87  -0.83
H  -1.09  -2.69  -1.33
C  -0.25  -2.14  -1.75
C  -0.03  1.57  -0.65
H  -2.88  3.35  -1.45
O  -1.14  1.54  -1.23
C  1.83  -3.64  -1.94
C  3.60  -1.73  1.68
C  0.22  -1.00  3.96
C  -4.16  4.28  -2.81
C  -2.82  4.08  -2.26
H  3.18  0.16  0.62
H  5.51  -2.06  0.73
O  2.99  -2.35  2.53
H  2.03  -3.28  -0.93
Rb  0.42  2.62  -3.98
H  1.48  -4.67  -1.95
H  0.78  -1.91  3.76
Rb  3.75  2.76  -0.99
H  -2.13  3.69  -3.01
C  -2.09  -1.66  3.06
H  0.35  -0.38  3.07
C  2.94  -0.90  0.62
H  -2.52  5.07  -1.92
H  -1.82  -0.98  2.24
C  -5.26  4.92  -1.96
C  -1.18  -1.41  4.25
C  5.12  -1.70  1.68
C  0.72  -2.89  -2.63
H  -6.00  5.40  -2.60
H  -0.80  0.54  0.46
H  2.77  -3.59  -2.49
O  -4.43  3.94  -3.96
O  0.67  -2.83  -3.86
H  -3.13  -1.48  3.32
H  -4.84  5.69  -1.31
H  3.18  -1.41  -0.31
O  0.93  2.11  -1.18
H  0.70  -0.52  4.81
H  5.53  -2.37  2.44
H  -0.63  -1.22  -2.19

2S+1 = 2
ΔE to the lowest compared entry with this formula, charge and spin = 0.000 eV
HOMO (alpha / beta) = -0.1387 / -0.3391 Ha
total charge = 0

Record 14
ORCA calculation (wB97M-V/def2-TZVPD) on a cluster of 3 separate species, C4H13NO2 in total at a distorted geometry.

Element x y z (Å)
C  0.37  1.75  -0.70
H  0.37  2.12  1.31
O  -2.52  -0.59  1.21
H  0.96  2.08  -1.56
N  1.04  2.02  0.56
H  2.07  0.68  1.88
C  1.02  -0.38  0.27
H  -0.67  -1.99  -1.50
H  -2.98  -1.36  1.58
O  -0.92  -2.92  -1.55
H  -0.54  2.36  -0.75
H  0.28  -0.09  -1.78
H  1.58  -1.24  -0.10
C  1.83  0.82  0.82
H  0.43  -0.82  1.08
H  2.81  0.86  0.34
H  -2.25  -0.02  1.94
C  0.05  0.24  -0.76
H  -0.57  -3.30  -0.74
H  -0.97  -0.08  -0.58

2S+1 = 1
SMILES = C1CCNC1.O.O
ΔE to the lowest compared entry with this formula, charge and spin = 0.699 eV
HOMO = -0.3346 Ha
total charge = 0

Across the entries above, electronic energy takes the values -10305.350; -19391.291; -10766.435; -49631.259; -7913.546; -16124.499; -140052.416; -61064.993; -4341.436; -103031.775; -9709.434; -9474.475; -29528.521; -9943.498 eV, respectively.